Here is 4 unconnected molecules or ions with the total composition C26H26F4N from OMol25. Energies are from the ωB97M-V functional and the def2-TZVPD basis.

Last column: Löwdin charge in e.
Positions of all 57 atoms, in Å:
F 3.2047 -3.2008 0.9484  -0.030
C 2.2814 -3.3544 -0.0601  -0.204
C 0.9036 -3.0596 0.4707  -0.148
C 0.5474 -1.5628 0.4719  -0.108
C -0.8996 -1.4057 0.8200  -0.195
C -1.8938 -1.2468 -0.1377  0.039
C -3.2126 -1.1540 0.2534  0.018
C -3.5360 -1.2214 1.5994  -0.005
C -2.5320 -1.3740 2.5195  0.001
N -1.2448 -1.4610 2.1183  0.158
H 2.3262 -4.3900 -0.3910  0.125
H 2.5467 -2.7230 -0.9042  0.119
H 0.1612 -3.5745 -0.1366  0.126
H 0.7816 -3.4522 1.4766  0.121
H 1.1252 -1.0082 1.2106  0.137
H 0.7219 -1.1018 -0.4941  0.106
H -1.5780 -1.1990 -1.1644  0.136
H -3.9925 -1.0367 -0.4802  0.132
H -4.5597 -1.1601 1.9228  0.104
H -2.7130 -1.4375 3.5774  0.144
H -0.5089 -1.5659 2.8031  0.186
F 1.7901 0.0467 -2.2748  0.019
C 3.1017 0.2237 -2.5935  -0.289
C 3.8441 1.1348 -1.8731  -0.016
C 5.1829 1.3038 -2.1955  -0.067
C 5.7489 0.5704 -3.2297  -0.078
C 4.9779 -0.3380 -3.9419  -0.074
C 3.6398 -0.5193 -3.6226  -0.025
H 3.3807 1.7026 -1.0766  0.117
H 5.7848 2.0104 -1.6401  0.095
H 6.7918 0.7083 -3.4801  0.108
H 5.4170 -0.9064 -4.7501  0.109
H 3.0210 -1.2238 -4.1631  0.117
F -6.7158 -1.1497 1.3272  0.019
C -7.6040 -1.9637 1.9630  -0.285
C -7.7478 -3.2623 1.5229  -0.023
C -8.6504 -4.0883 2.1772  -0.075
C -9.3907 -3.6042 3.2469  -0.083
C -9.2282 -2.2913 3.6674  -0.072
C -8.3247 -1.4583 3.0236  -0.019
H -7.1679 -3.6160 0.6803  0.115
H -8.7769 -5.1105 1.8483  0.109
H -10.0963 -4.2501 3.7509  0.107
H -9.8086 -1.9115 4.4968  0.110
H -8.1816 -0.4320 3.3353  0.119
F 7.1568 4.1185 -1.0693  0.048
C 6.1220 4.9843 -1.0601  -0.297
C 5.5283 5.3317 -2.2571  -0.021
C 4.4599 6.2160 -2.2436  -0.081
C 4.0057 6.7442 -1.0427  -0.096
C 4.6193 6.3830 0.1489  -0.084
C 5.6842 5.4934 0.1460  -0.019
H 5.9014 4.9149 -3.1834  0.119
H 3.9832 6.4941 -3.1737  0.106
H 3.1764 7.4387 -1.0366  0.102
H 4.2718 6.7979 1.0853  0.105
H 6.1745 5.1975 1.0640  0.118

Net charge ... +1
Frontier orbital gap ... 6.7356 eV
Strongest force on any atom ... 0.78 eV/Å
Multiplicity ... 1